No. 1
Molecular formula: C22H43N4O3PS3
Method: DFT, ωB97M-V with the def2-TZVPD basis set

```
! wB97M-V def2-TZVPD RIJCOSX def2/J DEFGRID3
* xyz 0 1
C 7.74 0.93 0.87
N 6.44 1.42 0.32
C 6.11 2.80 0.75
C 6.38 1.27 -1.17
O 6.97 2.13 -1.86
C 5.58 0.00 -1.72
C 4.53 0.32 -2.90
S 4.68 -1.26 -3.96
C 2.94 0.22 -2.46
O 2.22 1.39 -2.98
P 3.44 2.61 -2.84
C 2.39 3.93 -1.95
C 1.27 3.36 -0.95
C 1.86 2.80 0.45
S 0.45 2.21 1.56
C 0.61 0.34 1.58
S 1.03 -0.51 2.96
N 0.36 -0.32 0.27
C -0.68 0.24 -0.55
C -0.61 -0.68 -1.81
N 0.44 -1.66 -1.56
C 1.05 -1.49 -0.28
O 4.66 1.58 -3.61
H 8.39 0.37 0.10
H 7.48 0.13 1.67
H 8.34 1.73 1.43
H 7.01 3.50 0.87
H 5.61 2.70 1.80
H 5.33 3.24 0.05
H 6.34 -0.80 -1.98
H 4.95 -0.41 -0.84
H 4.25 -2.24 -3.04
H 2.54 -0.71 -2.98
H 2.80 0.31 -1.33
H 3.20 3.13 -4.18
H 4.56 3.55 -2.73
H 3.85 2.21 -1.49
H 3.13 4.60 -1.35
H 1.88 4.60 -2.72
H 0.60 4.26 -0.65
H 0.55 2.60 -1.42
H 2.65 1.99 0.33
H 2.31 3.70 1.02
H -1.38 1.12 -0.36
H -1.26 -0.57 -2.75
H 1.88 -2.10 0.21
C -8.07 -0.82 1.13
C -7.73 -2.20 0.60
C -6.57 -2.94 1.28
N -5.17 -2.29 1.19
C -4.17 -3.42 1.49
C -2.74 -2.92 1.65
C -2.65 -1.83 2.71
C -3.61 -0.70 2.41
C -5.04 -1.21 2.26
C -4.93 -1.76 -0.20
H -7.37 -0.06 0.78
H -9.06 -0.51 0.75
H -8.11 -0.80 2.22
H -7.57 -2.16 -0.48
H -8.61 -2.83 0.74
H -6.48 -3.92 0.80
H -6.78 -3.11 2.34
H -4.50 -3.91 2.41
H -4.23 -4.14 0.67
H -2.10 -3.75 1.93
H -2.35 -2.54 0.70
H -1.63 -1.45 2.76
H -2.87 -2.26 3.69
H -3.30 -0.17 1.50
H -3.58 0.03 3.22
H -5.69 -0.38 1.98
H -5.39 -1.64 3.20
H -5.60 -0.92 -0.38
H -5.12 -2.56 -0.92
H -3.90 -1.41 -0.29
*
```

The HOMO-LUMO gap is 4.98 eV. For the LUMO energy, the calculation gives -1.0 eV.



No. 2
Molecular formula: C22H43O24Tl
Method: DFT, ωB97M-V with the def2-TZVPD basis set

```
! wB97M-V def2-TZVPD RIJCOSX def2/J DEFGRID3
* xyz 2 1
Tl -20.94 2.61 2.14
O -18.29 2.60 -2.15
C -19.47 2.52 -1.55
O -19.66 3.09 -0.45
O -20.46 1.93 -2.04
H -17.82 3.26 -1.58
C -18.98 0.51 -3.33
O -19.31 -0.64 -4.05
C -20.46 -1.23 -3.80
O -21.24 -0.83 -2.94
O -20.62 -2.24 -4.61
C -21.92 -2.91 -4.60
H -18.14 1.00 -3.82
H -18.67 0.26 -2.31
H -19.80 1.26 -3.31
H -22.31 -2.66 -5.58
H -22.57 -2.64 -3.79
H -21.71 -3.98 -4.59
C -16.79 1.06 0.37
O -15.48 1.54 0.56
C -14.97 2.42 -0.29
O -15.52 2.95 -1.23
O -13.76 2.68 0.12
C -12.88 3.36 -0.78
H -17.10 0.57 1.29
H -16.90 0.35 -0.45
H -17.45 1.91 0.20
H -12.42 2.64 -1.46
H -12.05 3.78 -0.22
H -13.36 4.13 -1.37
C -20.81 3.93 -4.75
O -21.86 3.43 -5.62
C -22.26 2.19 -5.40
O -22.14 1.58 -4.35
O -22.85 1.67 -6.46
C -23.10 0.27 -6.34
H -20.66 4.97 -4.99
H -19.94 3.35 -5.04
H -21.01 3.80 -3.69
H -22.72 -0.13 -7.28
H -24.13 -0.03 -6.22
H -22.43 -0.20 -5.63
C -18.54 6.16 -3.02
O -19.10 7.45 -2.99
C -18.36 8.35 -2.33
O -17.48 8.11 -1.57
O -18.78 9.54 -2.69
C -18.22 10.64 -1.99
H -19.36 5.45 -3.09
H -17.85 5.91 -2.22
H -17.93 6.09 -3.93
H -18.87 10.95 -1.18
H -18.08 11.46 -2.69
H -17.22 10.48 -1.58
C -18.37 2.87 -8.48
O -18.08 2.24 -7.23
C -17.14 2.79 -6.48
O -16.48 3.74 -6.76
O -17.08 2.08 -5.36
C -16.03 2.45 -4.46
H -18.05 2.25 -9.30
H -17.90 3.85 -8.48
H -19.44 3.07 -8.54
H -15.07 2.28 -4.94
H -16.16 1.90 -3.53
H -16.12 3.52 -4.27
C -16.11 3.00 3.55
O -16.08 4.06 2.62
C -17.15 4.35 1.94
O -18.20 3.71 1.96
O -16.91 5.40 1.21
C -17.90 5.87 0.28
H -16.59 2.10 3.14
H -16.79 3.26 4.37
H -15.13 2.72 3.89
H -17.56 5.73 -0.74
H -17.99 6.95 0.43
H -18.86 5.42 0.52
C -21.47 7.68 2.40
O -21.50 7.60 0.95
C -21.48 6.39 0.43
O -21.21 5.39 1.03
O -21.60 6.51 -0.88
C -21.81 5.32 -1.65
H -22.44 7.46 2.83
H -21.23 8.72 2.61
H -20.63 7.11 2.78
H -22.31 4.51 -1.13
H -20.82 5.04 -2.03
H -22.44 5.58 -2.50
*
```

The HOMO-LUMO gap is 3.06 eV. Its energy relative to the best compared isomer or geometry (same formula, charge and spin) is 0.023 eV. For the LUMO energy, the calculation gives -12.1 eV.



No. 3
Molecular formula: C22H44BaN9O2Se3Si
Method: DFT, ωB97M-V with the def2-TZVPD basis set

```
! wB97M-V def2-TZVPD RIJCOSX def2/J DEFGRID3
* xyz 1 1
Ba 0.80 0.04 0.04
C -0.28 -0.01 4.92
Se 0.68 -0.73 3.40
C 2.52 -0.51 3.96
C 3.01 0.92 3.99
Se 2.99 1.86 2.28
C 1.46 3.01 2.62
H -1.34 -0.13 4.68
H -0.06 1.04 5.05
H -0.04 -0.58 5.81
H 3.08 -1.11 3.24
H 2.65 -0.98 4.94
H 4.03 0.96 4.38
H 2.39 1.53 4.66
H 1.71 3.78 3.35
H 0.62 2.42 2.96
H 1.20 3.49 1.68
C 1.17 4.86 -1.14
O 1.30 4.03 -2.31
C 1.28 2.73 -2.12
O 1.19 2.19 -1.01
N 1.37 2.01 -3.26
N 1.45 0.62 -3.16
H 1.14 5.87 -1.52
H 2.03 4.71 -0.49
H 0.24 4.61 -0.62
H 1.53 2.49 -4.13
H 2.39 0.32 -3.37
H 0.79 0.21 -3.82
C -3.13 -1.59 1.07
Si -2.36 -0.07 0.18
C -3.03 -0.26 -1.65
C -4.53 -0.49 -1.81
C -2.64 0.95 -2.51
C -2.29 -1.48 -2.22
C -3.17 1.44 1.12
C -2.66 2.77 0.56
C -2.68 1.34 2.57
C -4.70 1.47 1.14
H -4.22 -1.61 1.08
H -2.80 -1.64 2.11
H -2.80 -2.52 0.61
H -5.12 0.37 -1.50
H -4.87 -1.34 -1.21
H -4.79 -0.71 -2.85
H -3.19 1.85 -2.24
H -2.84 0.76 -3.57
H -1.57 1.19 -2.42
H -2.49 -2.39 -1.66
H -1.20 -1.33 -2.22
H -2.58 -1.66 -3.26
H -1.57 2.81 0.57
H -3.02 3.61 1.18
H -2.99 2.96 -0.46
H -1.59 1.39 2.63
H -3.00 0.41 3.05
H -3.08 2.17 3.17
H -5.11 1.68 0.15
H -5.07 2.25 1.81
H -5.13 0.52 1.47
N 6.37 0.32 -2.50
N 5.59 -0.15 -1.44
N 6.12 -0.47 -0.28
C 5.02 -0.75 0.41
N 3.91 -0.61 -0.30
N 4.30 -0.20 -1.50
H 7.31 0.01 -2.29
H 6.02 -0.15 -3.33
H 5.04 -1.08 1.44
Se 1.27 -3.88 1.64
N 1.29 -2.86 0.14
C 0.99 -3.68 -0.85
C 0.89 -3.28 -2.23
C 0.57 -4.20 -3.16
C 0.32 -5.58 -2.81
C 0.41 -6.01 -1.54
C 0.76 -5.06 -0.51
N 0.88 -5.38 0.76
H 1.07 -2.25 -2.50
H 0.48 -3.91 -4.20
H 0.06 -6.27 -3.60
H 0.24 -7.04 -1.26
*
```

The HOMO-LUMO gap is 4.94 eV. Its energy relative to the best compared isomer or geometry (same formula, charge and spin) is 0.556 eV. For the LUMO energy, the calculation gives -3.2 eV.



No. 4
Molecular formula: C22H44Br22
Method: DFT, ωB97M-V with the def2-TZVPD basis set

```
! wB97M-V def2-TZVPD RIJCOSX def2/J DEFGRID3
* xyz 0 1
Br 0.26 -3.18 3.44
C 0.54 -4.00 1.71
C 1.92 -4.64 1.63
Br 2.39 -5.04 -0.27
H 0.50 -3.17 1.01
H -0.28 -4.69 1.56
H 2.07 -5.54 2.22
H 2.76 -3.99 1.89
Br 0.38 2.72 2.98
C 1.27 1.78 4.52
C 2.75 1.56 4.24
Br 3.45 0.48 5.68
H 0.76 0.82 4.66
H 1.10 2.25 5.48
H 3.24 2.53 4.24
H 2.93 1.03 3.30
Br -2.92 2.31 -3.75
C -3.87 0.54 -3.76
C -4.16 0.30 -2.27
Br -5.19 -1.34 -2.18
H -3.26 -0.25 -4.18
H -4.73 0.59 -4.43
H -4.65 1.15 -1.78
H -3.25 0.21 -1.67
Br 0.07 -3.08 -1.90
C -0.91 -4.52 -2.84
C -0.79 -4.18 -4.38
Br -1.61 -5.62 -5.40
H -1.97 -4.42 -2.57
H -0.58 -5.50 -2.52
H 0.24 -4.20 -4.73
H -1.23 -3.24 -4.71
Br -2.53 -2.43 0.29
C -3.71 -1.02 0.96
C -4.85 -1.76 1.69
Br -6.37 -0.41 1.93
H -4.13 -0.55 0.07
H -3.19 -0.25 1.53
H -4.55 -2.25 2.62
H -5.17 -2.53 0.99
Br -4.15 2.53 1.02
C -3.43 3.84 -0.23
C -2.45 4.79 0.46
Br -1.57 6.06 -0.88
H -4.24 4.32 -0.78
H -2.89 3.29 -0.99
H -1.67 4.20 0.93
H -2.99 5.49 1.10
Br -1.69 -0.27 3.96
C -3.42 0.08 4.84
C -3.50 -0.79 6.14
Br -2.20 -0.17 7.58
H -4.29 -0.11 4.22
H -3.47 1.10 5.22
H -3.33 -1.86 6.06
H -4.50 -0.57 6.52
Br 2.65 1.93 -2.29
C 1.17 2.39 -3.49
C 1.57 3.79 -4.22
Br 0.05 4.29 -5.35
H 0.30 2.62 -2.88
H 0.81 1.60 -4.16
H 2.49 3.68 -4.79
H 1.79 4.52 -3.44
Br -0.94 1.23 -0.42
C 0.16 -0.11 0.60
C 1.67 0.31 0.54
Br 2.78 -1.05 1.53
H 0.04 -1.01 0.01
H -0.28 -0.30 1.58
H 1.85 1.30 0.95
H 1.96 0.21 -0.51
Br 5.82 4.73 -1.26
C 6.67 2.95 -0.84
C 6.46 2.61 0.57
Br 4.63 2.09 0.96
H 7.69 3.15 -1.18
H 6.25 2.20 -1.50
H 6.74 3.42 1.24
H 7.06 1.75 0.87
Br 2.03 -1.05 -4.41
C 3.20 -2.38 -3.52
C 3.72 -1.85 -2.17
Br 5.22 -2.92 -1.39
H 3.90 -2.65 -4.31
H 2.69 -3.33 -3.32
H 2.90 -1.73 -1.47
H 4.03 -0.83 -2.38
*
```

The HOMO-LUMO gap is 9.95 eV. As for the SMILES: BrCCBr.BrCCBr.BrCCBr.BrCCBr.BrCCBr.BrCCBr.BrCCBr.BrCCBr.BrCCBr.BrCCBr.BrCCBr. Its energy relative to the best compared isomer or geometry (same formula, charge and spin) is 2.061 eV. For the LUMO energy, the calculation gives 0.2 eV.



No. 5
Molecular formula: C22H44Br6O6
Method: DFT, ωB97M-V with the def2-TZVPD basis set

```
! wB97M-V def2-TZVPD RIJCOSX def2/J DEFGRID3
* xyz 0 1
C 2.34 -3.50 2.76
C 1.14 -2.64 2.43
O 0.49 -2.36 3.74
C -0.54 -1.56 3.76
C -1.05 -1.39 5.15
O -0.99 -1.02 2.76
H 2.83 -3.13 3.66
H 3.04 -3.57 1.93
H 1.99 -4.52 2.97
H 1.50 -1.69 2.03
H 0.47 -3.18 1.76
H -0.28 -0.88 5.73
H -1.23 -2.38 5.59
H -1.95 -0.81 5.17
C 3.63 -1.57 -2.67
C 4.32 -2.63 -1.86
C 4.61 -2.35 -0.40
O 4.64 -3.70 -2.34
H 2.99 -2.01 -3.43
H 4.40 -0.98 -3.20
H 3.06 -0.87 -2.07
H 4.38 -3.21 0.23
H 4.01 -1.52 0.02
H 5.64 -1.99 -0.29
C 3.02 1.33 -5.71
C 2.43 1.56 -4.34
C 2.35 2.99 -3.87
O 2.03 0.67 -3.64
H 4.08 1.59 -5.62
H 2.54 1.92 -6.48
H 3.01 0.28 -5.99
H 2.40 3.74 -4.66
H 3.13 3.21 -3.14
H 1.40 3.10 -3.36
C -5.12 1.73 0.28
C -6.42 1.67 1.02
C -6.69 0.58 2.03
O -7.27 2.45 0.81
H -4.52 2.57 0.63
H -5.33 1.95 -0.77
H -4.63 0.76 0.36
H -6.50 0.98 3.04
H -6.07 -0.31 1.95
H -7.74 0.33 1.98
C 2.06 -5.56 -1.22
C 1.03 -4.48 -1.01
C -0.39 -4.86 -1.34
O 1.32 -3.35 -0.67
H 1.78 -6.36 -0.53
H 3.04 -5.18 -0.97
H 2.02 -5.90 -2.25
H -1.03 -3.98 -1.42
H -0.85 -5.49 -0.57
H -0.43 -5.44 -2.27
Br -1.19 5.92 -3.51
C -2.60 5.58 -2.22
C -2.24 6.10 -0.87
Br -3.59 5.58 0.39
H -2.67 4.50 -2.21
H -3.52 5.94 -2.67
H -2.20 7.18 -0.84
H -1.27 5.72 -0.59
Br -2.76 3.00 2.93
C -0.93 3.05 3.57
C -0.49 1.63 3.74
Br 1.32 1.48 4.44
H -0.98 3.59 4.51
H -0.33 3.60 2.86
H -0.45 1.13 2.79
H -1.10 1.11 4.47
Br 2.20 0.38 0.45
C 0.50 0.10 -0.50
C -0.48 1.15 -0.17
Br 0.07 2.89 -0.82
H 0.15 -0.87 -0.13
H 0.73 0.03 -1.56
H -0.80 1.23 0.87
H -1.45 0.95 -0.65
*
```

The HOMO-LUMO gap is 9.73 eV. As for the SMILES: CCOC(C)=O.CC(C)=O.CC(C)=O.CC(C)=O.CC(C)=O.BrCCBr.BrCCBr.BrCCBr. Its energy relative to the best compared isomer or geometry (same formula, charge and spin) is 0.000 eV. For the LUMO energy, the calculation gives 0.4 eV.



- LUMO of number 5 (C22H44Br6O6)?
  0.4 eV



- LUMO of number 2 (C22H43O24Tl)?
  -12.1 eV



- Which of these has the highest HOMO-LUMO gap?
  C22H44Br22